ORCA calculation (ωB97M-V with the def2-TZVPD basis set) on C60H98BN14O8Pb as an isolated structure at a distorted geometry.

Each line ends with the Löwdin charge.
Element x y z (Å)
Pb1 2.315 16.687 -21.300  1.625
O1 2.626 11.655 -22.429  0.121
C1 2.640 10.493 -22.834  -0.343
O2 2.651 9.416 -22.103  0.256
B1 2.553 8.221 -22.971  -0.853
O3 2.610 8.736 -24.338  0.262
C2 2.715 10.043 -24.342  -0.331
O4 2.830 10.790 -25.309  0.155
O5 1.334 7.432 -22.719  0.226
C3 1.599 6.163 -22.511  -0.335
O6 0.765 5.244 -22.429  0.114
C4 3.184 6.015 -22.413  -0.307
O7 3.676 7.283 -22.646  0.184
O8 3.819 4.998 -22.230  0.146
C5 -0.073 12.332 -16.017  -0.103
C6 0.070 11.291 -17.158  -0.257
C7 1.131 10.205 -16.917  -0.202
C8 0.889 9.342 -15.778  -0.235
N1 0.647 8.707 -14.844  0.154
H1 -0.774 13.119 -16.295  0.066
H2 0.937 12.721 -15.885  0.065
H3 -0.411 11.878 -15.085  0.075
H4 0.293 11.811 -18.090  0.096
H5 -0.911 10.825 -17.252  0.109
H6 2.117 10.662 -16.833  0.116
H7 1.109 9.563 -17.798  0.116
C9 7.526 -2.394 -21.245  -0.112
C10 6.403 -1.479 -21.642  -0.284
C11 6.282 -1.173 -23.128  -0.198
C12 7.548 -0.776 -23.738  -0.238
N2 8.560 -0.498 -24.230  0.140
H8 8.520 -1.960 -21.349  0.076
H9 7.493 -3.274 -21.886  0.082
H10 7.316 -2.654 -20.207  0.079
H11 6.502 -0.507 -21.159  0.109
H12 5.498 -1.980 -21.297  0.111
H13 5.568 -0.383 -23.363  0.116
H14 5.962 -2.116 -23.571  0.121
C13 10.004 5.621 -23.034  -0.120
C14 9.841 4.145 -22.852  -0.267
C15 10.632 3.569 -21.664  -0.201
C16 12.050 3.463 -21.938  -0.235
N3 13.196 3.405 -22.106  0.145
H15 11.070 5.838 -22.958  0.073
H16 9.500 6.204 -22.264  0.074
H17 9.683 5.962 -24.018  0.074
H18 10.110 3.588 -23.749  0.118
H19 8.785 4.030 -22.606  0.104
H20 10.227 2.592 -21.403  0.116
H21 10.451 4.086 -20.721  0.117
C17 5.427 6.232 -17.409  -0.098
C18 6.658 5.247 -17.617  -0.195
C19 7.716 5.242 -16.401  -0.181
C20 7.122 5.028 -15.097  -0.247
N4 6.636 4.871 -14.032  0.135
H22 4.622 5.885 -16.760  0.065
H23 4.963 6.414 -18.378  0.054
H24 5.742 7.216 -17.062  0.063
H25 7.247 5.579 -18.472  0.087
H26 6.311 4.255 -17.908  0.094
H27 8.239 6.197 -16.353  0.112
H28 8.450 4.444 -16.516  0.112
C21 -2.733 11.944 -24.330  -0.099
C22 -3.071 11.395 -22.963  -0.292
C23 -3.428 12.380 -21.905  -0.182
C24 -2.442 13.505 -21.726  -0.188
N5 -1.638 14.349 -21.570  0.089
H29 -1.732 12.352 -24.186  0.069
H30 -3.374 12.781 -24.605  0.079
H31 -2.810 11.206 -25.128  0.080
H32 -2.283 10.726 -22.615  0.114
H33 -3.872 10.667 -23.089  0.115
H34 -3.576 11.883 -20.946  0.124
H35 -4.399 12.814 -22.145  0.124
C25 8.739 13.561 -19.204  -0.101
C26 8.446 12.070 -18.889  -0.255
C27 8.069 11.230 -20.133  -0.183
C28 9.072 11.175 -21.271  -0.209
N6 9.870 11.120 -22.110  0.129
H36 7.866 14.034 -19.653  0.064
H37 9.554 13.536 -19.928  0.067
H38 9.127 14.043 -18.307  0.072
H39 7.674 11.958 -18.127  0.100
H40 9.329 11.667 -18.393  0.107
H41 7.132 11.596 -20.551  0.102
H42 7.815 10.197 -19.896  0.107
C29 -0.223 14.943 -29.540  -0.085
C30 1.315 15.302 -29.430  -0.225
C31 1.544 16.434 -28.408  -0.203
C32 1.323 16.182 -26.979  -0.218
N7 1.112 16.014 -25.844  0.101
H43 -0.337 14.078 -30.193  0.071
H44 -0.759 15.781 -29.985  0.072
H45 -0.600 14.658 -28.557  0.066
H46 1.699 15.693 -30.372  0.106
H47 1.863 14.386 -29.206  0.107
H48 0.988 17.326 -28.694  0.123
H49 2.584 16.738 -28.524  0.114
C33 0.609 8.015 -29.657  -0.106
C34 0.808 7.123 -30.876  -0.256
C35 1.111 7.910 -32.173  -0.196
C36 0.051 8.821 -32.547  -0.246
N8 -0.808 9.536 -32.854  0.138
H50 1.355 8.799 -29.531  0.075
H51 0.698 7.384 -28.773  0.067
H52 -0.371 8.486 -29.737  0.071
H53 -0.015 6.453 -31.123  0.109
H54 1.612 6.410 -30.691  0.103
H55 1.299 7.263 -33.030  0.120
H56 2.022 8.485 -32.005  0.119
C37 -4.996 6.169 -24.691  -0.111
C38 -4.231 6.114 -26.013  -0.255
C39 -3.278 4.891 -26.179  -0.189
C40 -3.937 3.584 -26.300  -0.230
N9 -4.421 2.561 -26.468  0.140
H57 -5.610 7.069 -24.666  0.067
H58 -4.321 6.169 -23.835  0.071
H59 -5.682 5.330 -24.579  0.073
H60 -3.591 6.988 -26.129  0.101
H61 -4.970 6.056 -26.813  0.108
H62 -2.512 4.969 -25.407  0.115
H63 -2.749 5.072 -27.115  0.110
C41 0.474 -1.457 -23.704  -0.114
C42 -0.969 -1.047 -23.969  -0.252
C43 -2.014 -1.979 -23.295  -0.187
C44 -2.102 -3.340 -23.888  -0.229
N10 -2.125 -4.410 -24.316  0.134
H64 1.139 -0.889 -24.354  0.070
H65 0.721 -2.514 -23.801  0.077
H66 0.686 -1.192 -22.668  0.066
H67 -1.062 -1.185 -25.046  0.105
H68 -1.248 -0.026 -23.710  0.107
H69 -3.015 -1.564 -23.407  0.109
H70 -1.839 -2.079 -22.223  0.113
C45 9.771 14.663 -27.591  -0.100
C46 9.069 15.067 -26.295  -0.251
C47 7.540 14.840 -26.227  -0.182
C48 6.916 15.402 -25.010  -0.231
N11 6.400 15.837 -24.064  0.093
H71 9.338 15.120 -28.481  0.073
H72 9.693 13.588 -27.752  0.077
H73 10.824 14.936 -27.534  0.078
H74 9.215 16.130 -26.102  0.108
H75 9.505 14.514 -25.463  0.113
H76 7.243 13.792 -26.196  0.122
H77 7.021 15.285 -27.076  0.119
C49 4.378 3.640 -27.223  -0.083
C50 5.780 4.382 -27.183  -0.222
C51 5.718 5.885 -27.520  -0.200
C52 5.741 6.228 -28.954  -0.237
N12 5.770 6.452 -30.073  0.130
H78 3.562 4.239 -26.819  0.064
H79 4.429 2.698 -26.675  0.062
H80 4.158 3.348 -28.249  0.064
H81 6.584 3.903 -27.742  0.110
H82 6.082 4.365 -26.136  0.094
H83 6.623 6.394 -27.190  0.110
H84 4.932 6.392 -26.959  0.112
C53 1.309 0.398 -17.871  -0.105
C54 2.330 1.514 -17.653  -0.252
C55 3.254 1.365 -16.394  -0.179
C56 3.955 0.042 -16.297  -0.229
N13 4.477 -0.966 -16.269  0.137
H85 0.638 0.788 -18.636  0.066
H86 0.754 0.136 -16.971  0.075
H87 1.776 -0.521 -18.226  0.074
H88 1.947 2.531 -17.573  0.102
H89 3.052 1.489 -18.469  0.102
H90 2.692 1.528 -15.474  0.110
H91 3.988 2.171 -16.402  0.100
C57 -4.092 2.963 -20.117  -0.119
C58 -3.800 3.341 -18.683  -0.246
C59 -2.759 4.484 -18.394  -0.169
C60 -3.217 5.848 -18.748  -0.231
N14 -3.612 6.901 -19.071  0.114
H92 -3.192 2.912 -20.730  0.073
H93 -4.674 3.751 -20.595  0.069
H94 -4.620 2.017 -20.233  0.077
H95 -3.343 2.421 -18.318  0.100
H96 -4.730 3.522 -18.144  0.110
H97 -1.841 4.302 -18.952  0.112
H98 -2.497 4.602 -17.343  0.111

Output
**E_tot**: -3930.751066 Ha
**Relative energy (zero: lowest compared OMol25 entry of this formula, charge and spin)**: 42.11 kJ/mol
**Charge**: +1